Record 1
Entry from the OMol25 dataset: a molecular structure, C27H22N5O7ReS2 in a non-equilibrium geometry (the ωB97M-V functional and the def2-TZVPD basis).

The multiplicity is 4. For the total energy, the calculation gives -73934.3502 eV. The net charge is +1. The HOMO energy (spin up / spin down) is -10.446 / -10.657 eV. Its energy above the lowest of the compared OMol25 structures with the same formula, charge and spin is 31.8 kJ/mol.

Cartesian coordinates (Å):
Re  -0.72096  -0.82046  0.38587
O  0.20223  3.84742  -0.76710
C  -0.02462  2.58262  -0.41977
O  0.42080  1.63194  -0.99744
C  -0.97030  2.46446  0.73029
C  -1.44258  3.59638  1.35450
C  -2.32635  3.47795  2.41894
C  -2.71998  2.21819  2.80181
C  -2.20032  1.12307  2.13551
N  -1.32309  1.21914  1.12346
C  -2.61043  -0.26019  2.56064
O  -3.44902  -0.41702  3.39744
O  -1.94316  -1.20433  1.92843
H  0.79776  3.84623  -1.53346
H  -1.11799  4.56051  0.99597
H  -2.69368  4.35826  2.92953
H  -3.41915  2.02854  3.60302
S  1.10210  -0.86275  1.85388
C  2.26954  -1.40351  0.65113
N  3.46428  -1.88878  0.94654
N  3.76659  -2.03365  2.18165
C  5.02530  -2.53663  2.60524
C  5.23642  -2.62925  3.97018
C  6.44211  -3.12280  4.43743
C  7.42536  -3.51658  3.54310
C  7.19754  -3.41522  2.17442
C  5.99578  -2.92567  1.69468
N  2.01315  -1.34521  -0.66478
N  0.85816  -0.94762  -1.01730
C  0.67822  -0.89974  -2.45704
C  1.71328  -1.23293  -3.32884
C  1.49210  -1.21484  -4.69422
C  0.24537  -0.87338  -5.20431
C  -0.77843  -0.53892  -4.33379
C  -0.56140  -0.54532  -2.96464
H  3.07274  -1.82833  2.89641
H  4.46487  -2.31716  4.66645
H  6.61267  -3.20093  5.50367
H  8.36706  -3.90250  3.90999
H  7.96316  -3.72356  1.47369
H  5.80138  -2.84299  0.63329
H  2.67771  -1.50981  -2.93294
H  2.30172  -1.46951  -5.36575
H  0.07646  -0.86614  -6.27374
H  -1.75590  -0.26996  -4.71553
H  -1.37508  -0.27183  -2.30313
C  -2.04881  -4.34301  -6.49255
C  -2.08838  -3.90196  -5.05464
C  -1.14417  -4.36625  -4.14216
C  -1.19581  -3.99897  -2.80808
C  -2.20913  -3.14686  -2.39652
C  -3.16606  -2.65977  -3.28160
C  -3.09412  -3.04321  -4.60606
S  -2.33571  -2.68129  -0.72509
O  -3.33576  -3.41812  -0.05293
O  -2.50580  -1.16748  -0.71199
O  -0.92593  -2.79751  -0.12843
H  -1.04777  -4.65683  -6.78603
H  -2.37659  -3.54752  -7.16197
H  -2.71967  -5.19312  -6.64090
H  -0.35294  -5.02445  -4.48119
H  -0.45196  -4.35319  -2.10468
H  -3.94469  -1.98762  -2.93941
H  -3.82966  -2.66924  -5.30904

Record 2
Entry from the OMol25 dataset: a gas-phase ion, C3H4ClN2O (charge +1) in a non-equilibrium geometry (the ωB97M-V functional and the def2-TZVPD basis).

For the total energy, the calculation gives -20714.6060 eV. The net charge is +1. The HOMO energy is -15.483 eV. Its energy above the lowest of the compared OMol25 structures with the same formula, charge and spin is 238.4 kJ/mol.

Cartesian coordinates (Å):
C  -2.06713  -0.05833  -0.07709
C  -0.47157  1.76040  0.16868
C  1.53216  -1.77718  0.00902
N  0.81277  -0.76358  -0.10401
N  -1.31958  0.77481  0.37020
O  -2.72023  -0.92544  -0.31551
Cl  1.35321  0.82296  -0.44757
H  0.06554  2.19226  0.97405
H  -0.58696  2.51389  -0.74293
H  0.86558  -2.75849  0.03463
H  2.53623  -1.78131  0.13051

Record 3
Entry from the OMol25 dataset: a single C6H5N3S molecule in a non-equilibrium geometry (the ωB97M-V functional and the def2-TZVPD basis).

For the total energy, the calculation gives -21608.3119 eV. The net charge is 0. The HOMO energy is -7.543 eV. Its SMILES is S=c1[nH]cc2cnccn12. Its energy above the lowest of the compared OMol25 structures with the same formula, charge and spin is 1.4 kJ/mol.

Cartesian coordinates (Å):
S  -2.24409  -2.24542  -0.63113
C  -0.94046  -1.47334  0.03623
N  -0.09146  -1.91577  1.00980
C  0.89883  -1.00513  1.33193
C  0.67377  0.07011  0.52758
C  1.29902  1.36251  0.32836
N  0.85350  2.21554  -0.53396
C  -0.26443  1.87546  -1.29241
C  -0.92229  0.69587  -1.17760
N  -0.43431  -0.21224  -0.25356
H  -0.24225  -2.81496  1.41812
H  1.62072  -1.21260  2.06637
H  2.17408  1.63710  0.89119
H  -0.60814  2.62468  -1.99172
H  -1.77249  0.39819  -1.72920

Record 4
Entry from the OMol25 dataset: 2 unconnected molecules or ions with the total composition C4H12NO2 in a non-equilibrium geometry (the ωB97M-V functional and the def2-TZVPD basis).

For the total energy, the calculation gives -9927.2509 eV. The net charge is -1. The HOMO energy is -3.070 eV. Its energy above the lowest of the compared OMol25 structures with the same formula, charge and spin is 93.9 kJ/mol.

Cartesian coordinates (Å):
C  -2.47961  -0.18015  0.52031
N  -1.11662  -0.41794  0.08261
C  -0.82546  -0.24301  -1.31962
C  0.71465  -0.22438  -1.51746
C  1.23850  1.11996  -0.81540
O  1.05598  1.22219  0.54793
H  -3.30081  -0.39280  -0.18433
H  -2.70512  0.82241  0.91545
H  -2.66649  -0.86300  1.37150
H  -0.53404  0.34519  0.56852
H  -1.22768  0.70852  -1.75335
H  -1.36142  -1.05471  -1.86258
H  1.26614  -1.03503  -1.05120
H  0.89717  -0.10597  -2.58914
H  2.35754  1.14369  -0.96872
H  0.91074  1.88439  -1.53014
H  1.16213  -0.31061  1.72237
H  1.75260  -1.68794  1.54423
O  1.53847  -1.05248  2.23318

Record 5
Entry from the OMol25 dataset: a single C5H8O molecule (the ωB97M-V functional and the def2-TZVPD basis).

For the total energy, the calculation gives -7360.9344 eV. The net charge is 0. The HOMO energy is -9.801 eV. Its SMILES is CC1(C=O)CC1. Its energy above the lowest of the compared OMol25 structures with the same formula, charge and spin is 127.4 kJ/mol.

Cartesian coordinates (Å):
C  -1.13041  -0.07733  1.05415
C  -0.11720  0.03603  -0.07757
C  -0.76035  0.22647  -1.42374
O  -1.54597  -0.55280  -1.90693
C  1.22834  0.67790  0.11790
C  1.13583  -0.80319  -0.09796
H  -0.73392  0.33207  1.98911
H  -2.03503  0.48994  0.80665
H  -1.43401  -1.11504  1.22270
H  -0.49364  1.16430  -1.95863
H  1.63033  1.27994  -0.69582
H  1.49525  1.03196  1.11008
H  1.31598  -1.46701  0.74363
H  1.45691  -1.20385  -1.05629

Record 6
Entry from the OMol25 dataset: a molecular structure, C14H20BF4LiO6 in a non-equilibrium geometry (the ωB97M-V functional and the def2-TZVPD basis).

For the total energy, the calculation gives -38881.1523 eV. The net charge is 0. The HOMO energy is -7.245 eV. Its energy above the lowest of the compared OMol25 structures with the same formula, charge and spin is 0.0 kJ/mol.

Cartesian coordinates (Å):
Li  16.00400  14.35300  35.09700
B  17.35900  13.99300  32.80500
F  17.37200  15.12600  33.71600
F  18.71500  13.74900  32.46000
F  16.87100  13.01600  33.56500
F  16.46000  14.14600  31.79400
C  14.89300  12.29400  37.28300
O  15.90100  12.78500  36.40400
H  15.40900  12.26400  38.30400
H  14.47800  11.44800  36.96600
H  13.92400  12.91400  37.25400
H  16.54100  12.15800  36.29000
C  17.13500  11.30100  29.80300
O  17.43600  10.24800  30.72300
H  17.84900  11.76300  29.37100
H  16.38800  11.95300  29.99300
H  16.70300  10.67000  28.85000
H  16.83100  10.47800  31.51800
C  22.20800  15.54000  29.61700
C  22.60000  15.21000  28.36200
C  22.05500  14.19400  27.64800
C  20.98200  13.44500  28.09800
C  20.48900  13.69700  29.39700
C  21.12100  14.79300  30.12900
O  20.65400  15.14800  31.33400
O  22.47000  13.82700  26.35300
H  22.52000  16.43700  30.17500
H  23.49100  15.60900  28.21700
H  20.59300  12.56100  27.40500
H  19.80000  12.77900  29.57200
H  19.88700  14.66000  31.50900
H  23.38000  14.21700  26.26300
C  12.80900  16.72400  30.48600
C  13.50800  15.57600  30.69200
C  12.95100  14.40400  31.13000
C  11.58600  14.38400  31.41600
C  10.78100  15.46100  31.19700
C  11.37300  16.63200  30.78300
O  10.66100  17.70700  30.53200
O  13.68400  13.21200  31.35800
H  13.20300  17.59200  30.10200
H  14.55600  15.83800  30.36900
H  11.27500  13.41800  31.90800
H  9.84200  15.37900  31.74000
H  10.05400  18.02900  31.29600
H  14.54800  13.51600  31.33700

Record 7
Entry from the OMol25 dataset: a single C7H5F3O3S2 molecule in a non-equilibrium geometry (the ωB97M-V functional and the def2-TZVPD basis).

For the total energy, the calculation gives -43300.0014 eV. The net charge is 0. The HOMO energy is -9.289 eV. Its energy above the lowest of the compared OMol25 structures with the same formula, charge and spin is 150.6 kJ/mol.

Cartesian coordinates (Å):
C  2.35423  -0.32657  -1.64024
C  1.34456  -1.28860  -1.54688
C  2.08140  1.04462  -1.43086
C  0.03776  -0.93761  -1.13649
C  0.81604  1.39458  -1.16494
C  -0.20879  0.37705  -0.99000
C  -0.76310  -1.35381  2.15738
O  -2.28721  2.01544  -0.93720
O  -0.82612  1.23712  3.47828
O  -1.26890  0.90997  1.18077
F  -0.77292  -2.05009  3.30171
F  -1.84313  -1.86081  1.39824
F  -3.08703  0.29853  2.63690
S  -1.89935  0.72706  -0.43558
S  -1.41855  0.31578  2.54175
H  3.25098  -0.65801  -2.09795
H  1.56868  -2.29024  -1.71198
H  2.92557  1.70761  -1.28582
H  -0.69349  -1.74029  -1.16892
H  0.68939  2.47829  -1.14818

Record 8
Entry from the OMol25 dataset: a single C24H23N3O5 molecule (the ωB97M-V functional and the def2-TZVPD basis).

For the total energy, the calculation gives -39968.0184 eV. The net charge is 0. The HOMO energy is -8.538 eV. Its SMILES is C=CCOc1ccc(/C(O)=C2/C(=O)C(=O)N(CCCn3ccnc3)[C@H]2c2ccco2)cc1. Its energy above the lowest of the compared OMol25 structures with the same formula, charge and spin is 233.6 kJ/mol.

Cartesian coordinates (Å):
C  -6.34745  -1.23558  1.90884
C  -5.54233  -1.62233  0.93802
C  -5.75101  -1.29478  -0.51293
O  -4.54236  -1.17365  -1.24059
C  -3.71149  -0.13845  -0.98335
C  -2.55168  -0.08628  -1.76461
C  -1.62305  0.90896  -1.57816
C  -1.82568  1.89374  -0.60875
C  -0.84003  2.93652  -0.32163
O  -1.33828  4.11803  0.01002
C  0.51584  2.72888  -0.29236
C  1.40878  3.74687  0.18751
O  1.10842  4.90413  0.46888
C  2.76826  3.09349  0.36372
O  3.79091  3.58255  0.78620
N  2.61373  1.80209  -0.02137
C  3.63029  0.79874  0.15616
C  4.10483  0.18944  -1.16584
C  4.96137  -1.05777  -0.92001
N  4.17745  -2.11371  -0.33729
C  4.10264  -2.44950  0.98605
C  3.15894  -3.43099  1.07560
N  2.65147  -3.69882  -0.15583
C  3.27426  -2.89698  -0.97338
C  1.28888  1.45828  -0.51830
C  0.71568  0.26166  0.17293
C  0.19370  0.09225  1.42139
C  -0.17721  -1.27140  1.50799
C  0.14649  -1.82685  0.30993
O  0.69153  -0.90863  -0.50218
C  -3.00384  1.86433  0.13476
C  -3.93324  0.85860  -0.03602
H  -6.17748  -1.51749  2.93303
H  -7.21738  -0.62789  1.71764
H  -4.67114  -2.23126  1.13820
H  -6.26555  -2.13111  -1.00093
H  -6.36855  -0.39483  -0.63041
H  -2.40698  -0.84849  -2.51350
H  -0.75470  0.94607  -2.21484
H  -0.58584  4.72749  0.24978
H  4.46090  1.29026  0.66983
H  3.22863  0.00735  0.80102
H  4.68159  0.92491  -1.72742
H  3.23912  -0.10314  -1.76322
H  5.37616  -1.40956  -1.86968
H  5.78669  -0.82068  -0.24407
H  4.72089  -1.98466  1.72655
H  2.81402  -3.95867  1.94161
H  3.11021  -2.85534  -2.03185
H  1.36591  1.21820  -1.58994
H  0.08821  0.84298  2.17747
H  -0.62103  -1.76275  2.34863
H  0.07488  -2.82803  -0.06431
H  -3.17596  2.63286  0.87224
H  -4.81843  0.85089  0.57880

Question: Number 4 is which compound?
Answer: C4H12NO2

Question: energy above the lowest of the compared OMol25 structures with the same formula, charge and spin of number 2 (C3H4ClN2O)?
Answer: 238.4 kJ/mol